(1)
120
Properties=species:S:1:pos:R:3 method="wB97M-V/def2-TZVPD" mol_weight_g_mol=868.8 gap_ev=8.7 fmax_ha_per_bohr=0.0171 total_charge=+1
C -0.669 5.792 2.105
C 0.084 4.458 2.091
N -0.673 3.453 2.850
C -0.966 2.228 2.494
N -1.707 1.419 3.357
N -0.525 1.673 1.330
C -1.524 1.323 0.293
C -1.053 0.204 -0.640
C 0.408 0.299 -1.108
C 1.495 -0.235 -0.156
C 1.232 -1.614 0.461
C 2.137 -1.837 1.677
C 1.651 -1.039 2.913
C 1.690 -1.843 4.215
C 0.551 -2.869 4.301
C -0.766 -2.242 4.798
O -1.926 -2.677 4.116
C -2.026 -2.236 2.783
H 0.047 6.616 2.089
H -1.305 5.886 1.222
H -1.271 5.892 3.010
H 1.062 4.571 2.566
H 0.204 4.095 1.069
H -1.004 3.755 3.764
H -1.650 1.765 4.307
H -2.686 1.347 3.107
H 0.284 2.157 0.965
H -2.430 0.996 0.818
H -1.805 2.217 -0.280
H -1.291 -0.770 -0.207
H -1.673 0.299 -1.542
H 0.629 1.360 -1.315
H 0.484 -0.223 -2.063
H 1.727 0.488 0.637
H 2.417 -0.321 -0.747
H 0.193 -1.712 0.791
H 1.439 -2.378 -0.299
H 3.144 -1.489 1.421
H 2.172 -2.903 1.927
H 2.278 -0.146 3.040
H 0.629 -0.662 2.735
H 1.616 -1.154 5.069
H 2.659 -2.346 4.306
H 0.846 -3.668 4.992
H 0.367 -3.339 3.325
H -0.931 -2.492 5.852
H -0.688 -1.140 4.738
H -1.475 -1.296 2.622
H -1.639 -2.985 2.075
H -3.086 -2.064 2.561
C -3.282 7.968 5.404
N -2.680 8.057 4.045
O -1.489 8.267 3.965
O -3.424 7.903 3.102
H -2.496 8.124 6.133
H -4.049 8.735 5.466
H -3.727 6.982 5.489
C 0.407 -2.553 -5.789
N 0.232 -1.958 -4.440
O 0.553 -0.799 -4.285
O -0.210 -2.668 -3.559
H 0.832 -1.796 -6.435
H 1.078 -3.400 -5.675
H -0.566 -2.889 -6.136
C -3.499 2.755 7.032
N -2.337 3.524 6.506
O -2.373 3.883 5.329
O -1.421 3.752 7.247
H -4.230 2.631 6.246
H -3.113 1.798 7.374
H -3.900 3.315 7.872
C 0.738 -6.763 -3.808
N 1.792 -5.980 -4.510
O 1.748 -5.925 -5.719
O 2.622 -5.433 -3.816
H 0.075 -7.183 -4.554
H 1.241 -7.535 -3.232
H 0.220 -6.076 -3.146
C 0.610 -1.219 -10.035
N 0.190 -2.325 -9.132
O -0.990 -2.447 -8.884
O 1.070 -3.031 -8.685
H -0.277 -0.680 -10.345
H 1.294 -0.590 -9.473
H 1.124 -1.672 -10.877
C 3.084 1.253 -3.797
N 3.599 1.183 -5.194
O 4.725 1.569 -5.404
O 2.842 0.740 -6.033
H 3.865 1.661 -3.166
H 2.198 1.881 -3.815
H 2.816 0.242 -3.504
C -8.257 2.825 5.991
N -7.202 2.124 6.773
O -6.184 1.784 6.192
O -7.417 1.931 7.943
H -7.918 2.919 4.967
H -9.159 2.224 6.064
H -8.413 3.791 6.460
C -3.640 -1.792 -2.406
N -5.012 -2.356 -2.533
O -5.219 -3.155 -3.414
O -5.828 -1.963 -1.727
H -3.010 -2.221 -3.177
H -3.729 -0.715 -2.515
H -3.282 -2.047 -1.414
C 5.018 -2.051 -1.966
N 5.211 -0.760 -1.253
O 5.506 0.216 -1.909
O 5.051 -0.762 -0.050
H 5.193 -1.888 -3.021
H 5.730 -2.760 -1.558
H 3.998 -2.378 -1.774
C 8.574 -2.852 -5.319
N 7.607 -3.142 -4.225
O 7.832 -2.680 -3.126
O 6.643 -3.820 -4.504
H 9.368 -2.238 -4.913
H 8.942 -3.807 -5.681
H 8.024 -2.340 -6.102



(2)
121
Properties=species:S:1:pos:R:3 method="wB97M-V/def2-TZVPD" mol_weight_g_mol=1020.5 relative_energy_ev=7.491 gap_ev=3.5 fmax_ha_per_bohr=0.0970
O 3.472 -1.524 4.191
V 3.029 -0.070 3.789
O 3.918 1.021 4.583
O -0.728 1.416 -0.528
C 0.046 1.011 0.442
O 0.259 1.783 1.404
O 0.474 -0.168 0.541
H -0.802 2.356 -0.346
C 8.875 -0.009 0.744
O 8.111 -0.016 -0.477
P 6.813 0.883 -0.632
O 5.791 0.653 0.375
O 7.440 2.396 -0.624
C 8.447 2.824 -1.473
O 6.354 0.658 -2.185
C 5.302 1.370 -2.722
H 9.115 -1.064 0.875
H 8.234 0.380 1.535
H 9.810 0.537 0.620
H 8.593 2.115 -2.288
H 9.395 2.987 -0.960
H 8.203 3.735 -2.020
H 4.818 2.133 -2.113
H 4.555 0.603 -2.928
H 5.722 1.909 -3.572
C 6.115 9.906 -0.982
O 5.578 8.656 -1.393
P 3.983 8.358 -1.207
O 3.467 7.206 -1.949
O 3.287 9.710 -1.807
C 1.878 9.798 -1.776
O 3.746 8.341 0.452
C 2.820 7.415 1.011
H 7.033 9.765 -0.412
H 5.505 10.515 -0.315
H 6.213 10.566 -1.844
H 1.417 8.839 -1.539
H 1.560 10.188 -2.744
H 1.677 10.601 -1.067
H 2.406 8.016 1.820
H 3.349 6.520 1.340
H 2.079 7.058 0.295
C -3.994 8.188 -4.805
O -3.102 7.474 -3.905
P -3.119 5.884 -3.701
O -2.479 5.470 -2.416
O -2.588 5.206 -5.029
C -1.316 4.573 -5.039
O -4.759 5.642 -3.741
C -5.211 4.300 -3.854
H -4.878 7.672 -5.181
H -3.466 8.604 -5.663
H -4.349 9.063 -4.261
H -0.968 4.375 -4.026
H -0.627 5.332 -5.409
H -1.275 3.643 -5.606
H -5.696 4.142 -4.818
H -6.011 4.125 -3.135
H -4.394 3.623 -3.606
C 2.197 -9.748 -1.751
O 1.188 -9.973 -2.717
P 0.047 -8.821 -3.044
O -0.594 -9.075 -4.376
O -0.941 -8.782 -1.696
C -2.303 -9.175 -1.842
O 0.895 -7.401 -2.954
C 0.206 -6.140 -2.995
H 2.007 -8.887 -1.110
H 3.151 -9.494 -2.212
H 2.343 -10.653 -1.161
H -2.930 -8.291 -1.722
H -2.568 -9.866 -1.042
H -2.624 -9.558 -2.811
H -0.768 -6.175 -3.483
H 0.892 -5.518 -3.570
H 0.161 -5.705 -1.997
C -3.688 0.124 5.070
O -3.251 1.261 5.763
P -2.015 1.229 6.826
O -0.717 0.705 6.312
O -1.964 2.766 7.279
C -2.135 3.808 6.307
O -2.643 0.420 8.102
C -3.839 0.838 8.727
H -3.750 0.504 4.050
H -4.684 -0.195 5.379
H -2.982 -0.705 5.085
H -1.217 4.389 6.386
H -2.956 4.487 6.537
H -2.499 3.540 5.315
H -3.697 0.734 9.802
H -4.635 0.186 8.367
H -4.083 1.894 8.611
O -0.118 -7.771 4.916
C -0.044 -7.717 3.686
O -0.012 -8.808 2.844
C 0.161 -10.152 3.409
C -0.303 -11.192 2.406
C -0.103 -6.369 2.992
H -0.513 -10.285 4.256
H 1.131 -10.379 3.850
H 0.324 -11.142 1.516
H -1.339 -11.142 2.073
H -0.139 -12.169 2.861
H -0.829 -6.366 2.179
H 0.883 -6.251 2.542
H -0.307 -5.573 3.708
O -6.510 -4.147 -1.600
C -6.681 -3.026 -1.078
O -5.956 -1.950 -1.365
C -5.007 -1.935 -2.438
C -5.581 -2.077 -3.834
C -7.737 -2.774 0.037
H -4.291 -2.748 -2.318
H -4.501 -0.970 -2.481
H -6.149 -1.171 -4.045
H -6.295 -2.894 -3.939
H -4.772 -2.153 -4.560
H -8.457 -3.592 0.009
H -8.287 -1.834 -0.019
H -7.301 -2.828 1.035



(3)
111
Properties=species:S:1:pos:R:3 method="wB97M-V/def2-TZVPD" mol_weight_g_mol=692.9 relative_energy_ev=7.927 gap_ev=8.2 fmax_ha_per_bohr=0.1807 smiles="CC1(C)CCCC(C)(C)N1O.CC1(C)CCCC(C)(C)N1O.NC(N)=O.NC(N)=O.NC(N)=O.NC(N)=O.NC(N)=O.NC(N)=O.O"
C -5.736 7.018 -4.592
C -6.694 6.477 -3.559
C -5.886 6.238 -2.285
C -7.657 7.672 -3.306
C -8.856 7.210 -2.400
C -9.581 5.960 -3.062
C -8.606 4.776 -3.377
C -8.243 4.022 -2.028
C -9.359 3.815 -4.300
N -7.421 5.282 -4.091
O -6.669 4.315 -4.725
H -4.945 6.318 -4.864
H -6.226 7.309 -5.521
H -5.298 7.949 -4.233
H -5.503 7.120 -1.772
H -6.427 5.734 -1.484
H -5.060 5.570 -2.527
H -7.153 8.520 -2.843
H -8.036 7.839 -4.314
H -8.590 6.998 -1.364
H -9.572 8.028 -2.319
H -9.932 6.245 -4.054
H -10.456 5.642 -2.494
H -7.318 3.445 -1.994
H -9.058 3.328 -1.823
H -8.071 4.639 -1.147
H -8.793 2.937 -4.611
H -9.725 4.360 -5.170
H -10.249 3.457 -3.782
H -6.358 3.868 -3.935
C 5.538 -4.640 -1.843
C 5.312 -5.560 -0.489
C 3.826 -5.491 -0.086
C 5.519 -7.034 -0.810
C 6.991 -7.461 -0.973
C 7.757 -7.100 0.353
C 7.647 -5.650 0.833
C 8.047 -5.509 2.368
C 8.702 -4.911 -0.077
N 6.228 -5.123 0.653
O 5.935 -3.815 1.033
H 5.178 -3.617 -1.739
H 6.484 -4.695 -2.382
H 4.892 -4.994 -2.646
H 3.499 -4.580 -0.588
H 3.164 -6.258 -0.490
H 3.637 -5.241 0.958
H 5.045 -7.632 -0.031
H 4.968 -7.305 -1.710
H 7.115 -8.492 -1.305
H 7.418 -6.719 -1.648
H 8.791 -7.443 0.300
H 7.416 -7.762 1.149
H 7.291 -5.883 3.058
H 8.399 -4.498 2.571
H 8.970 -6.082 2.463
H 8.526 -5.137 -1.128
H 9.702 -5.298 0.116
H 8.727 -3.850 0.174
H 6.342 -3.329 0.312
N -0.317 -0.146 2.173
C -0.546 0.958 1.619
N -1.783 1.270 1.745
O 0.283 1.589 0.892
H -1.113 -0.501 2.683
H 0.580 -0.611 2.169
H -2.342 0.532 2.149
H -2.042 2.036 1.140
N 1.172 2.100 -5.085
C 0.792 0.909 -5.523
N 1.558 0.570 -6.501
O -0.134 0.185 -5.090
H 0.832 2.197 -4.139
H 2.036 2.486 -5.436
H 1.488 -0.355 -6.898
H 2.160 1.288 -6.878
N 6.477 0.377 6.173
C 7.591 0.934 6.230
N 7.691 1.580 7.365
O 8.406 0.955 5.322
H 5.811 0.502 6.922
H 6.476 -0.270 5.397
H 6.928 1.501 8.023
H 8.433 2.241 7.545
N -5.329 -3.120 -4.143
C -5.729 -2.900 -2.970
N -4.841 -2.317 -2.234
O -6.777 -3.364 -2.521
H -5.966 -3.377 -4.883
H -4.426 -2.719 -4.353
H -4.934 -2.513 -1.247
H -3.942 -2.130 -2.655
N 4.837 4.821 3.536
C 4.981 5.986 3.911
N 5.961 6.075 4.800
O 4.163 6.820 3.678
H 4.162 4.520 2.848
H 5.689 4.331 3.770
H 6.620 5.317 4.913
H 5.928 6.885 5.402
N -5.521 -4.163 6.424
C -4.564 -3.318 6.213
N -3.697 -3.113 7.175
O -4.614 -2.637 5.189
H -5.561 -4.323 7.420
H -6.324 -4.187 5.811
H -2.907 -2.485 7.133
H -3.718 -3.790 7.925
O 3.370 -5.689 5.802
H 3.649 -5.293 4.977
H 3.461 -6.631 5.659



(4)
102
Properties=species:S:1:pos:R:3 method="wB97M-V/def2-TZVPD" mol_weight_g_mol=555.8 relative_energy_ev=0.000 gap_ev=8.9 fmax_ha_per_bohr=0.0799 smiles=COCCNCCOC.COCCNCCOC.COCCNCCOC.CCO.CCO.CCO.O
C 0.567 2.388 3.410
O 0.813 3.748 3.076
C 1.395 3.841 1.811
C 1.623 5.252 1.502
N 0.351 5.954 1.477
C 0.469 7.377 1.528
C -0.881 8.037 1.398
O -1.667 7.741 2.540
C -3.090 8.003 2.360
H 1.322 1.739 2.950
H -0.471 2.201 3.102
H 0.640 2.206 4.486
H 0.731 3.391 1.042
H 2.326 3.244 1.754
H 2.082 5.296 0.502
H 2.343 5.696 2.219
H -0.265 5.629 2.211
H 1.124 7.760 0.747
H 0.881 7.687 2.515
H -1.339 7.818 0.423
H -0.680 9.140 1.408
H -3.272 9.082 2.228
H -3.609 7.586 3.227
H -3.513 7.444 1.504
C 5.656 -6.495 -2.366
O 5.481 -5.238 -1.830
C 5.251 -5.287 -0.508
C 4.754 -3.931 -0.068
N 5.782 -2.933 -0.315
C 5.337 -1.597 -0.022
C 5.529 -0.698 -1.153
O 4.755 -1.143 -2.208
C 5.336 -0.910 -3.471
H 6.294 -7.115 -1.735
H 6.136 -6.388 -3.346
H 4.686 -6.972 -2.583
H 6.178 -5.497 0.043
H 4.492 -6.022 -0.216
H 4.536 -3.951 1.005
H 3.821 -3.657 -0.581
H 6.009 -2.966 -1.308
H 5.729 -1.189 0.909
H 4.238 -1.641 0.112
H 6.610 -0.670 -1.403
H 5.283 0.340 -0.877
H 5.997 -0.034 -3.461
H 4.564 -0.716 -4.217
H 5.906 -1.793 -3.801
C -5.615 -2.024 1.056
O -4.203 -2.182 0.809
C -3.925 -3.179 -0.095
C -2.523 -3.743 0.030
N -1.473 -2.956 -0.684
C -0.332 -3.698 -0.872
C 0.450 -3.720 0.409
O 1.608 -4.448 0.405
C 1.406 -5.680 -0.187
H -6.023 -2.971 1.475
H -6.182 -1.725 0.181
H -5.727 -1.321 1.878
H -4.235 -2.954 -1.135
H -4.612 -4.038 0.115
H -2.511 -4.777 -0.364
H -2.301 -3.791 1.100
H -1.885 -2.594 -1.536
H 0.228 -3.364 -1.745
H -0.622 -4.744 -1.101
H -0.275 -4.094 1.168
H 0.619 -2.692 0.732
H 1.266 -5.580 -1.266
H 0.536 -6.166 0.273
H 2.285 -6.287 -0.011
C 0.667 0.369 -0.911
C -0.372 0.623 -2.016
O -1.262 1.656 -1.675
H 1.321 1.217 -0.691
H 1.371 -0.418 -1.216
H 0.141 0.083 0.008
H -0.927 -0.304 -2.223
H 0.157 0.833 -2.963
H -1.031 2.057 -0.833
C -4.029 3.568 1.568
C -3.699 2.081 1.653
O -2.687 1.839 0.747
H -3.202 4.183 1.938
H -4.929 3.818 2.133
H -4.176 3.852 0.521
H -4.648 1.584 1.392
H -3.401 1.899 2.692
H -2.233 0.969 1.005
C -5.626 -0.527 -2.639
C -4.477 0.263 -2.015
O -3.556 0.627 -3.053
H -6.023 -0.012 -3.527
H -6.481 -0.596 -1.969
H -5.258 -1.489 -3.001
H -3.957 -0.385 -1.265
H -4.759 1.140 -1.406
H -2.828 1.134 -2.641
O -1.896 -0.768 1.498
H -1.598 -1.143 0.624
H -2.791 -1.183 1.608